Entry 1:
{"formula": "BrClHP", "method": "wB97M-V/def2-TZVPD", "de_lowest_kj_mol": 338.5, "e_lumo_ha": [-0.1526, -0.1526], "e_homo_ev": [-8.82, -8.82], "multiplicity": 1, "symbols": ["P", "Cl", "Br", "H"], "coordinates": [[-0.9976, 0.7842, 0.3550], [1.3829, -1.9167, 0.1282], [-2.6570, -0.4212, -0.0185], [-0.0026, -0.1814, -0.1498]], "forces_ev_per_angstrom": [[1.4062, -0.5413, 0.1353], [-0.8114, 0.8669, 0.1444], [-0.6382, -0.4436, -0.1264], [0.0433, 0.1179, -0.1534]], "lowdin_charge": [0.45, -0.42, 0.30, -0.33]}

---

Entry 2:
{"formula": "C4H8ClN", "method": "wB97M-V/def2-TZVPD", "de_lowest_kj_mol": 47.0, "e_lumo_ha": 0.0381, "e_homo_ev": -9.42, "multiplicity": 1, "symbols": ["N", "C", "C", "Cl", "C", "C", "H", "H", "H", "H", "H", "H", "H", "H"], "coordinates": [[1.0506, -1.1333, -0.5727], [0.1425, -0.2051, -0.0986], [-1.3570, -0.4023, -0.1835], [-1.8735, -1.9489, 0.6060], [0.5125, 1.1899, -0.2876], [0.5637, 0.6652, 1.0897], [1.0195, -1.1375, -1.6060], [1.0128, -2.0808, -0.1348], [-1.8943, 0.3942, 0.2758], [-1.6620, -0.4430, -1.2186], [-0.2573, 1.9238, -0.4774], [1.4217, 1.4510, -0.7844], [1.5706, 0.6960, 1.5755], [-0.2498, 1.0309, 1.8165]], "forces_ev_per_angstrom": [[0.8927, -1.8889, -1.0866], [-0.9514, 0.5860, 1.9173], [0.5482, -1.0672, -0.2391], [0.0733, 0.3519, -0.1744], [-0.3940, 2.1767, -0.6043], [-0.2336, 0.7718, 2.2294], [0.1776, -0.6013, 0.9333], [-0.1975, 1.2400, -0.8015], [-0.2997, 0.5078, 0.5201], [-0.1463, -0.2840, -0.3359], [-0.2424, -0.0378, -0.2470], [0.5363, -0.2063, -0.1657], [-1.0013, -0.7979, -0.6420], [1.2381, -0.7507, -1.3037]], "lowdin_charge": [0.07, -0.66, -0.50, 0.53, -0.14, -0.09, 0.10, 0.10, 0.06, 0.08, 0.11, 0.11, 0.11, 0.13]}

---

Entry 3:
{"formula": "C3H4IN", "method": "wB97M-V/def2-TZVPD", "de_lowest_kj_mol": 344.8, "e_lumo_ha": [0.0012, -0.0564], "e_homo_ev": [-7.08, -8.14], "multiplicity": 3, "symbols": ["C", "C", "C", "N", "I", "H", "H", "H", "H"], "coordinates": [[1.0596, 0.4689, -0.0497], [-0.0517, 1.2039, 0.1646], [0.1442, -0.6434, -0.4135], [-0.9462, 0.1610, -0.2877], [-2.8124, -0.2616, 0.0954], [2.2237, 0.5031, 0.0254], [-0.3107, 2.1068, 0.7351], [0.2061, -1.3467, -1.1361], [0.4875, -2.1920, 0.8664]], "forces_ev_per_angstrom": [[2.1436, -1.9680, -0.1422], [-0.5386, 1.5825, 1.5845], [1.5729, 3.3510, 0.3156], [0.1821, 1.2951, -0.4175], [-1.0636, -0.2412, 0.4249], [-2.7240, 0.3022, -0.1754], [-0.0193, -0.3900, -0.6327], [0.2244, -2.8646, -1.7846], [0.2225, -1.0670, 0.8273]], "lowdin_charge": [-0.09, -0.18, -0.30, -0.69, 0.84, 0.12, 0.10, 0.06, 0.13]}

---

Entry 4:
{"formula": "C5H8O2", "method": "wB97M-V/def2-TZVPD", "de_lowest_kj_mol": 417.9, "e_lumo_ha": 0.0119, "e_homo_ev": -8.27, "multiplicity": 1, "symbols": ["O", "C", "C", "C", "C", "C", "O", "H", "H", "H", "H", "H", "H", "H", "H"], "coordinates": [[-1.8732, -0.5899, 1.8164], [-1.2297, 0.5009, 1.1467], [0.1118, 0.0885, 0.5364], [0.0910, -0.6001, -0.7636], [1.4279, -0.5806, -1.4096], [1.5822, 1.2200, -0.6628], [1.7448, 2.3274, -1.0098], [-2.6190, -0.2281, 2.3210], [-1.0576, 1.3135, 1.8598], [-1.8911, 0.8767, 0.3522], [0.7980, -0.3233, 1.2796], [0.0520, -1.6955, -0.7229], [-0.7099, -0.2220, -1.4147], [1.3872, -0.9280, -2.4681], [2.1855, -1.1596, -0.8607]], "forces_ev_per_angstrom": [[0.1072, 0.0121, 0.0404], [0.4612, 0.6161, -0.3443], [0.3703, 0.2913, -0.2667], [0.0361, -0.6583, -0.1681], [0.3547, 1.1528, 0.1233], [-1.3071, 0.0127, -0.5580], [-0.0214, -2.1234, 0.6017], [0.3561, -0.1541, -0.2389], [0.0066, 0.0294, -0.0509], [0.1580, 0.0010, 0.0697], [-0.0739, 0.0093, -0.1628], [-0.9341, -0.3556, 0.4554], [0.2537, -0.1506, 0.1259], [0.4644, 0.8968, 0.4524], [-0.2317, 0.4206, -0.0791]], "lowdin_charge": [-0.08, -0.27, -0.12, -0.36, -0.07, -0.05, 0.09, 0.09, 0.11, 0.11, 0.11, 0.13, 0.13, 0.09, 0.08]}